(1)
{
  "formula": "C2H6N4",
  "method": "ωB97M-V/def2-TZVPD",
  "e_above_lowest_ev": 5.395,
  "homo_energy_ev": [-8.63, -8.62],
  "orbital_gap_ev": [8.68, 8.67],
  "energy_ha": -298.6506,
  "species": ["C", "C", "N", "N", "N", "N", "H", "H", "H", "H", "H", "H"],
  "positions_angstrom": [[0.46179, -0.47911, 0.10030], [-1.77770, -0.13954, -0.06446], [1.49066, 1.33399, 0.12198], [2.67488, -0.70795, -0.11620], [1.66799, 0.06485, 0.03506], [-0.43031, 0.34103, 0.00549], [0.29873, -1.54134, 0.03276], [-1.76659, -1.25726, 0.07207], [-2.19566, 0.02508, -0.97734], [-2.40632, 0.33653, 0.62587], [2.27948, 1.90600, -0.16331], [3.58838, -0.28589, -0.27754]],
  "atomic_forces_ev_per_a": [[-3.6156, -3.7642, -0.2006], [1.7836, -2.8920, 1.6029], [2.1385, 1.3643, -0.0719], [-0.3593, -1.5365, -0.3670], [5.9868, 4.1036, -0.0669], [-4.6378, 0.9869, -0.3278], [0.5830, -0.5229, 0.3544], [-0.5744, 0.7097, 0.1590], [-0.9097, 0.7489, -2.8475], [-0.7019, 0.6059, 1.2819], [0.9166, -0.7220, 0.2061], [-0.6096, 0.9182, 0.2775]]
}

(2)
{
  "formula": "C3H9NO2",
  "method": "ωB97M-V/def2-TZVPD",
  "smiles": "CNC(C)=O.O",
  "e_above_lowest_ev": 2.230,
  "homo_energy_ev": -8.87,
  "orbital_gap_ev": 9.21,
  "energy_ha": -324.8906,
  "species": ["C", "N", "C", "C", "O", "H", "H", "H", "H", "H", "H", "H", "O", "H", "H"],
  "positions_angstrom": [[1.85669, 0.36554, 0.28648], [0.50689, 0.13205, 0.03739], [-0.13503, -0.93735, 0.55466], [-1.69068, -0.93639, 0.47265], [0.52762, -1.75127, 1.11439], [2.13533, -0.64010, 0.56454], [2.23480, 0.74808, -0.70263], [2.04106, 1.20284, 1.04980], [0.06895, 0.65748, -0.97033], [-2.14754, -0.13506, -0.22569], [-2.06975, -0.75076, 1.42320], [-2.29291, -1.90094, 0.06708], [-0.72104, 2.21512, -1.78801], [-1.30306, 2.19798, -2.57556], [-0.85370, 3.03451, -1.38592]],
  "atomic_forces_ev_per_a": [[1.2158, 1.4926, -0.7654], [-4.8138, 3.4936, -5.0352], [-1.4672, 1.1089, -1.4256], [-1.3091, -0.9838, -3.9151], [0.3342, -2.4765, 1.9144], [1.6869, 0.1579, 0.3698], [0.5168, -0.6360, 1.1529], [-0.1639, -1.4298, -0.7263], [1.2472, -1.8780, 4.5489], [1.2072, -0.8891, 1.1479], [-0.5574, 0.3116, 1.8043], [2.1337, 1.7293, 1.0986], [-0.2326, -2.1306, -1.9558], [0.5292, 0.0570, 0.6969], [-0.3271, 2.0729, 1.0896]]
}

(3)
{
  "formula": "C5H10O2",
  "method": "ωB97M-V/def2-TZVPD",
  "smiles": "COC[C@@H](C)C=O",
  "e_above_lowest_ev": 1.977,
  "homo_energy_ev": -9.48,
  "orbital_gap_ev": 10.42,
  "energy_ha": -346.9528,
  "species": ["C", "O", "C", "C", "C", "C", "O", "H", "H", "H", "H", "H", "H", "H", "H", "H", "H"],
  "positions_angstrom": [[2.41543, -0.01968, 0.69246], [1.52649, -0.05383, -0.39792], [0.32900, -0.79980, -0.29880], [-0.83344, 0.12906, -0.68915], [-2.18800, -0.42290, -0.27153], [-0.55216, 1.45528, -0.00480], [-1.19894, 1.87450, 0.92884], [1.93135, 0.19304, 1.65942], [3.10626, 0.80046, 0.47530], [2.99022, -0.95137, 0.77927], [0.14745, -1.18103, 0.71823], [0.38265, -1.66586, -0.97425], [-0.78923, 0.29794, -1.77569], [-2.97460, 0.31506, -0.45416], [-2.43792, -1.34328, -0.80889], [-2.18500, -0.63070, 0.80276], [0.33044, 2.00310, -0.38111]],
  "atomic_forces_ev_per_a": [[0.2065, -0.0218, 0.1426], [0.1095, -0.0501, -0.2162], [-0.1228, -0.1056, 0.0443], [-0.0238, 0.0106, 0.0566], [-0.0593, -0.0547, 0.0236], [-0.2706, 0.1972, 0.3645], [0.2866, -0.1403, -0.4464], [-0.1088, -0.0879, -0.2830], [-0.0221, -0.1793, 0.1091], [-0.0931, 0.0695, 0.0295], [0.2002, 0.1688, -0.0845], [-0.0433, 0.1145, 0.1389], [0.0322, 0.0300, 0.1915], [0.0927, -0.1461, -0.0048], [0.0808, 0.1158, 0.0589], [-0.0622, 0.0031, -0.1423], [-0.2024, 0.0763, 0.0176]]
}

(4)
{
  "formula": "C2H6N3O3",
  "method": "ωB97M-V/def2-TZVPD",
  "smiles": "C/[NH+]=C(/N)O[N+](=O)[O-]",
  "total_charge": 1,
  "e_above_lowest_ev": 0.386,
  "homo_energy_ev": -15.52,
  "orbital_gap_ev": 10.75,
  "energy_ha": -469.3676,
  "species": ["C", "N", "C", "N", "O", "N", "O", "O", "H", "H", "H", "H", "H", "H"],
  "positions_angstrom": [[-0.28272, 0.63798, 1.56992], [-0.52653, 0.99930, 0.20616], [0.14392, 0.33710, -0.72503], [0.10204, 0.76433, -1.97166], [0.92363, -0.77381, -0.54855], [0.40619, -2.14977, 0.08667], [-0.68634, -2.00677, 0.37995], [1.30130, -2.87100, 0.11957], [-1.05786, -0.15996, 2.03885], [-0.09864, 1.45871, 2.12400], [0.74277, 0.26548, 1.70280], [-1.30447, 1.60946, 0.14759], [0.10972, 1.70378, -2.36243], [0.22699, 0.18518, -2.76784]],
  "atomic_forces_ev_per_a": [[-0.2958, -4.3991, 0.9291], [1.7841, -2.2329, 1.1625], [-0.3663, -0.6142, -0.7871], [0.0837, 0.9678, -1.5783], [-0.1926, 2.4772, -0.7238], [1.5887, 1.2986, -0.0557], [-2.7065, -1.0905, 0.8203], [-0.0853, -0.5220, -0.0687], [1.7461, 2.2353, -1.1048], [-0.7676, 3.1396, 2.1152], [-0.3496, -0.8045, -0.5848], [-0.5224, 0.6588, -1.4316], [-0.4808, 0.2772, 1.3421], [0.5643, -1.3912, -0.0344]]
}

(5)
{
  "formula": "C4H13NO",
  "method": "ωB97M-V/def2-TZVPD",
  "total_charge": -1,
  "e_above_lowest_ev": 0.552,
  "homo_energy_ev": [1.28, -6.13],
  "spin_multiplicity": 2,
  "orbital_gap_ev": [2.60, 9.91],
  "energy_ha": -290.1222,
  "species": ["C", "C", "N", "H", "H", "H", "H", "H", "H", "H", "H", "C", "O", "C", "H", "H", "H", "H", "H"],
  "positions_angstrom": [[-1.96903, -1.69098, 0.45424], [-0.97676, -0.72889, -0.14289], [2.59492, 0.97979, 3.42530], [-1.79038, -2.69174, 0.05611], [-2.95569, -1.35621, 0.14776], [-1.82812, -1.78254, 1.52580], [-0.98154, 0.23621, 0.38300], [0.04790, -1.11284, -0.11744], [2.22586, 1.58311, 2.68294], [3.39492, 1.43820, 3.85601], [1.82614, 1.00550, 4.09961], [-0.68387, 0.50664, -2.15082], [-1.35792, -0.54450, -1.49006], [0.82757, 0.51522, -2.01441], [-1.04921, 0.49409, -3.16812], [-0.98681, 1.45901, -1.67859], [1.17932, 1.37960, -2.59738], [1.09909, 0.68234, -0.96799], [1.38361, -0.37201, -2.30309]],
  "atomic_forces_ev_per_a": [[0.5289, -0.3272, -0.2546], [0.2404, 0.1774, -0.0314], [-0.5316, 0.0450, 0.0230], [-0.1562, -0.0085, -0.1867], [-0.2684, -0.1020, 0.3660], [-0.2776, 0.2440, 0.2464], [0.0276, -0.0447, 0.0283], [-0.0235, -0.0207, 0.2907], [0.3796, -0.0852, -0.1186], [-0.0741, 0.1808, -0.0538], [0.2309, -0.1712, 0.1197], [0.0431, 0.2288, 0.9682], [-0.1330, -0.1631, -0.5830], [0.2384, 0.4048, 0.0264], [0.0780, -0.0428, -0.3403], [-0.2126, -0.0425, -0.2402], [0.1525, -0.2327, 0.1787], [0.0118, 0.2215, -0.0654], [-0.2542, -0.2618, -0.3735]]
}

(6)
{
  "formula": "C8H15ClN5O3",
  "method": "ωB97M-V/def2-TZVPD",
  "total_charge": -1,
  "homo_energy_ev": -0.48,
  "orbital_gap_ev": 1.90,
  "energy_ha": -1273.2687,
  "species": ["N", "C", "C", "N", "C", "N", "C", "N", "C", "C", "O", "Cl", "N", "H", "H", "H", "H", "H", "H", "H", "H", "H", "H", "H", "O", "C", "C", "O", "H", "H", "H", "H"],
  "positions_angstrom": [[1.20441, -0.19416, 0.40849], [1.37510, 0.45957, -0.85653], [0.54576, 1.80858, -1.03117], [-0.60941, 1.81412, -0.19039], [-0.89225, 2.35555, 1.01746], [-2.15468, 2.02328, 1.36250], [-2.62961, 1.28360, 0.42699], [-3.85471, 0.69910, 0.39268], [-4.20905, -0.12598, -0.74581], [-5.50586, -0.85174, -0.57094], [-6.38030, -0.81439, -1.39234], [-5.70025, -1.82510, 0.89251], [-1.71187, 1.11244, -0.58129], [1.38656, 0.39831, 1.20269], [0.32353, -0.67671, 0.49566], [2.42201, 0.73017, -0.96729], [1.02520, -0.21528, -1.63078], [1.15507, 2.68215, -0.83200], [0.20606, 1.85944, -2.06684], [-0.19272, 2.95889, 1.55086], [-4.46431, 0.85486, 1.17124], [-3.42792, -0.88441, -0.86203], [-4.22954, 0.48743, -1.63961], [-1.72745, 0.62533, -1.45551], [4.79011, -3.67989, 1.54171], [4.45185, -2.41719, 1.43767], [5.06148, -1.72818, 0.04221], [4.72604, -0.45920, -0.05405], [4.81782, -1.73182, 2.24043], [3.36044, -2.19214, 1.36408], [4.68720, -2.40428, -0.76055], [6.15131, -1.95234, 0.08993]],
  "atomic_forces_ev_per_a": [[-0.0005, -0.0123, -0.2867], [-0.3735, 0.6834, 0.5481], [0.3549, -0.9140, -0.0195], [0.3495, 0.9284, -0.6051], [-0.2733, -0.7136, -0.3889], [0.3214, 0.9559, 1.4745], [-0.3928, -0.4881, -0.9497], [0.2945, -0.0910, -0.3851], [0.4575, 0.0421, 1.0565], [-0.9299, 0.3270, -1.0151], [0.4066, -0.1965, 0.4903], [0.2757, 0.1289, -0.0083], [-0.4275, -0.2918, 0.4637], [0.1534, -0.1429, 0.1741], [-0.1276, 0.0072, 0.1759], [0.2438, -0.3820, -0.3190], [0.3501, -0.1893, -0.2171], [-0.0114, 0.1397, 0.2567], [0.0082, 0.2732, -0.1167], [0.0985, 0.1665, 0.2162], [-0.1107, -0.0295, 0.0812], [0.0787, -0.2410, -0.1139], [-0.4195, -0.0571, -0.3628], [-0.0186, -0.1684, -0.0688], [-0.1189, 0.2535, 0.0769], [-0.2391, -0.7001, 0.7693], [0.1696, 0.5997, -0.7975], [-0.0748, 0.0744, -0.1525], [0.3568, -0.0123, -0.1515], [0.0053, -0.1055, -0.4211], [-0.4025, 0.0112, 0.1871], [-0.0041, 0.1445, 0.4090]]
}